[1]
Here is a structure of composition CH2CdO3 at a distorted geometry from the Open Molecules 2025 dataset. Energies are from ωB97M-V/def2-TZVPD.

Structure (XYZ):
```
7
Properties=species:S:1:pos:R:3:forces:R:3
H -0.738 1.633 -0.244 -3.8 -2.2 0.8
O -0.268 -1.180 -0.315 -0.9 -2.5 2.1
C -0.472 -0.018 0.258 0.1 2.3 -6.3
O -1.469 0.701 -0.070 1.1 2.2 1.0
O 0.568 0.733 0.135 1.9 1.5 2.8
Cd 2.349 -0.012 -0.074 2.1 -0.4 -0.3
H 0.031 -1.857 0.311 -0.5 -0.9 0.0
```
Forces are in eV/Å.

## Properties
charge = +2
HOMO level = -0.8242 Ha


[2]
Here is the molecule CH2Cl2 at a distorted geometry from the Open Molecules 2025 dataset. Energies are from ωB97M-V/def2-TZVPD.

Structure (XYZ):
```
5
Properties=species:S:1:pos:R:3:forces:R:3
C -0.010 0.097 -0.022 1.7 -3.9 0.6
Cl 1.071 -0.403 -1.177 2.1 -1.9 -2.0
Cl -0.753 -0.855 1.140 -1.0 -3.0 2.0
H 0.449 0.723 0.525 3.2 5.1 3.4
H -0.757 0.439 -0.466 -6.0 3.7 -4.1
```
Forces are in eV/Å.

## Properties
charge = 0
energy above the lowest of the compared OMol25 structures with the same formula, charge and spin = 145.5 kJ/mol
HOMO level = -0.3994 Ha


[3]
Here is the molecule CH2Cl2N2 at a distorted geometry from the Open Molecules 2025 dataset. Energies are from ωB97M-V/def2-TZVPD.

Structure (XYZ):
```
7
Properties=species:S:1:pos:R:3:forces:R:3
C 0.008 0.298 -0.310 -2.3 3.3 -3.6
N 1.117 0.836 -0.112 0.6 -0.1 0.4
N -0.355 -0.892 0.216 -0.2 -2.0 1.0
Cl 0.767 -1.537 1.377 -0.5 0.1 -0.3
Cl -2.003 -1.114 0.685 0.5 0.3 -0.2
H -0.865 0.760 -1.179 2.3 -1.6 2.8
H 1.331 1.649 -0.677 -0.3 -0.1 -0.1
```
Forces are in eV/Å.

## Properties
charge = 0
energy above the lowest of the compared OMol25 structures with the same formula, charge and spin = 229.4 kJ/mol
HOMO level = -0.3576 Ha


Q: Which calculated total energy values were calculated for the entries above? A: -431.86808 -959.62505 -1069.08477, in Eh.